[1]
43
Properties=species:S:1:pos:R:3:forces:R:3:lowdin_charge:R:1 method="wB97M-V/def2-TZVPD" mol_weight_g_mol=584.88 energy_ha=-1996.4593 total_charge=+1
Tl -0.5312 -1.4229 0.2413 -0.5 -0.8 0.2 0.77
C 4.0796 -3.4022 -2.5499 0.0 -0.1 0.0 -0.06
C 2.7007 -3.5244 -2.6834 -0.1 0.0 0.0 -0.06
C 1.8603 -2.5857 -2.1131 0.0 0.0 0.0 -0.04
C 2.3964 -1.4645 -1.4600 0.1 0.1 0.0 -0.30
C 3.7923 -1.3617 -1.3113 0.0 0.0 0.0 -0.02
C 4.6205 -2.3351 -1.8413 0.0 0.1 0.1 -0.06
N 1.5200 -0.5367 -0.9238 0.4 0.1 -0.2 0.02
C 1.7703 0.7910 -0.9473 0.0 0.2 0.0 -0.22
C 2.6534 1.4195 -1.8670 -0.1 -0.2 0.0 0.01
C 2.7724 2.7860 -1.9037 0.0 0.2 0.1 -0.04
C 2.0160 3.5986 -1.0443 0.2 -0.1 -0.3 -0.04
C 1.1376 3.0249 -0.1501 -0.1 -0.3 0.3 0.00
C 1.0348 1.6381 -0.0613 0.4 0.3 -0.4 -0.20
N 0.2267 0.9965 0.8857 0.2 -0.2 -0.4 -0.04
N -0.0995 1.6574 1.8725 -0.2 0.4 0.0 0.13
C -0.9256 0.9521 2.7784 -0.2 -0.5 0.6 -0.32
C -1.5481 1.6864 3.7713 0.0 0.3 0.0 0.01
C -2.2450 1.0082 4.7589 -0.1 0.0 0.0 -0.03
C -2.2747 -0.3756 4.7273 0.0 0.0 0.1 -0.03
C -1.6477 -1.0235 3.6725 0.0 -0.1 -0.2 -0.13
N -1.0040 -0.3780 2.7034 0.1 0.1 0.3 0.01
H 4.7330 -4.1500 -2.9842 -0.1 0.1 0.0 0.11
H 2.2838 -4.3626 -3.2292 0.0 0.1 0.1 0.11
H 0.7838 -2.6703 -2.2016 0.0 0.0 -0.1 0.08
H 4.1977 -0.5335 -0.7442 0.1 0.0 0.0 0.12
H 5.6913 -2.2730 -1.6917 0.0 0.0 0.0 0.11
H 3.1909 0.8053 -2.5763 0.0 0.0 0.0 0.12
H 3.4455 3.2468 -2.6168 0.0 0.0 0.0 0.12
H 2.1254 4.6743 -1.0897 -0.1 0.0 0.0 0.12
H 0.5208 3.6253 0.5069 0.1 0.0 0.0 0.12
H -1.4741 2.7665 3.7540 0.0 -0.1 0.1 0.12
H -2.7486 1.5533 5.5480 0.1 0.0 0.0 0.12
H -2.7629 -0.9483 5.5056 0.0 0.0 -0.1 0.12
H -1.6519 -2.1087 3.6062 0.0 0.1 0.0 0.12
C -6.1419 -0.2253 -1.4308 0.1 -0.1 0.2 -0.04
O -4.8552 0.4254 -1.5820 -0.1 -0.1 -0.2 -0.15
C -3.8934 0.1393 -0.7520 -0.5 0.2 -0.3 -1.36
S -3.9978 -0.8321 0.5878 0.3 0.0 0.2 0.73
S -2.3863 0.8504 -0.9477 0.0 0.0 0.2 0.70
H -6.6740 -0.0347 -2.3530 0.0 0.1 -0.1 0.10
H -6.6799 0.1988 -0.5866 0.1 0.1 0.0 0.10
H -6.0113 -1.2953 -1.2777 0.1 0.0 -0.1 0.08

***

[2]
53
Properties=species:S:1:pos:R:3:forces:R:3:lowdin_charge:R:1 method="wB97M-V/def2-TZVPD" spin_multiplicity=6 mol_weight_g_mol=927.13 energy_ha=-11147.6750 total_charge=+1
Pt 0.7945 -0.2626 0.8862 -0.2 0.4 -0.5 1.24
C -1.9567 2.8799 1.3392 0.0 0.0 0.0 -0.03
C -0.8402 2.1880 1.7974 0.0 0.0 0.0 -0.12
N -0.8626 0.9382 1.3359 0.1 0.1 0.1 -0.13
N -1.9769 0.7957 0.5887 0.0 -0.1 0.0 0.02
C -2.6396 1.9633 0.5638 0.0 0.0 0.0 -0.05
B -2.2100 -0.5608 -0.1434 0.0 -0.1 0.1 -0.64
N -1.2631 -0.5794 -1.3659 0.0 -0.1 -0.1 0.02
C -1.4834 -0.7435 -2.6831 0.0 0.0 0.1 -0.04
C -0.2679 -0.7111 -3.3358 0.0 0.0 0.0 -0.03
C 0.6781 -0.5271 -2.3285 0.0 0.1 0.0 -0.10
N 0.0638 -0.4365 -1.1546 0.0 0.0 0.1 -0.07
N -1.8056 -1.7167 0.8340 0.0 0.0 0.0 0.02
C -2.5973 -2.6852 1.3278 0.0 0.0 0.0 -0.03
C -1.8406 -3.4946 2.1508 0.0 0.0 0.0 -0.03
C -0.5616 -2.9419 2.1072 0.0 0.0 0.0 -0.12
N -0.5564 -1.8817 1.3080 0.0 0.0 0.0 -0.10
N -3.6595 -0.7637 -0.5087 0.0 0.2 0.0 -0.03
C -4.7890 -0.2693 0.0714 0.1 -0.2 0.1 -0.09
C -5.8611 -0.9199 -0.4774 0.0 0.0 0.0 -0.05
C -5.2881 -1.8244 -1.3931 0.0 0.0 0.0 -0.14
N -3.9714 -1.7369 -1.3996 0.0 0.0 -0.1 0.07
H -2.2322 3.9006 1.5362 0.0 0.0 0.0 0.11
H -0.0239 2.5201 2.4174 0.0 0.0 0.0 0.11
H -3.5422 2.0772 -0.0110 0.0 0.0 0.0 0.13
H -2.4835 -0.8935 -3.0472 0.0 0.0 0.0 0.11
H -0.0933 -0.8156 -4.3917 0.0 0.0 0.0 0.10
H 1.7524 -0.4550 -2.3947 0.0 0.0 0.0 0.11
H -3.6350 -2.7424 1.0450 0.0 0.0 0.0 0.13
H -2.1704 -4.3620 2.6941 0.0 0.0 0.0 0.10
H 0.3453 -3.2527 2.5998 0.0 0.0 0.0 0.08
H -4.7525 0.4629 0.8591 0.0 0.0 0.0 0.11
H -6.9015 -0.7676 -0.2484 0.0 0.0 0.0 0.10
H -5.7805 -2.5328 -2.0403 0.0 0.0 0.0 0.11
Se 3.5021 -2.1708 2.4584 0.0 -0.1 -0.1 0.20
Se 3.4780 -3.7500 3.9113 0.0 -0.1 0.1 0.31
Se 5.7457 -4.5326 0.2758 0.1 -0.1 0.0 0.34
Se 4.0928 -3.1984 0.0365 -0.1 0.2 0.0 0.32
O 4.4286 1.7636 -2.4991 0.0 0.0 0.0 0.09
C 4.0646 2.2607 -1.3003 -0.1 0.0 0.0 -0.25
C 4.1373 3.6297 -1.0381 0.0 0.0 0.0 -0.01
C 3.7394 4.1377 0.1814 0.0 0.0 0.0 -0.06
C 3.2587 3.2896 1.1717 0.0 0.0 0.1 -0.08
C 3.1825 1.9359 0.9138 0.1 0.0 -0.1 -0.07
C 3.5723 1.3919 -0.3146 0.0 -0.1 -0.1 -0.07
C 3.4910 -0.0868 -0.5417 -0.2 0.1 0.0 -0.62
O 4.0916 -0.6665 -1.4261 0.1 0.0 0.1 0.02
O 2.7429 -0.7724 0.3095 0.0 -0.2 0.3 -0.54
H 4.7484 2.4776 -3.0611 0.0 0.0 0.0 0.12
H 4.5105 4.2945 -1.8091 0.0 0.0 0.0 0.12
H 3.8110 5.2022 0.3618 0.0 0.0 0.0 0.11
H 2.9649 3.6816 2.1361 0.0 0.0 0.0 0.11
H 2.8497 1.2634 1.6950 0.0 0.0 0.0 0.08

***

[3]
40
Properties=species:S:1:pos:R:3:forces:R:3:lowdin_charge:R:1 method="wB97M-V/def2-TZVPD" mol_weight_g_mol=433.17 energy_ha=-5991.4819 total_charge=+1
Br 3.0467 -5.9941 -1.3793 -0.1 0.0 0.0 0.84
C 1.8636 -4.5770 -1.1170 -0.8 1.1 0.0 -0.68
C 1.1382 -4.0268 -2.1955 0.2 -0.1 0.2 -0.09
C 0.3049 -2.9327 -2.0007 0.0 0.3 0.2 0.00
C 0.1612 -2.3169 -0.7265 0.4 -0.8 0.1 -0.20
C -0.6908 -1.1745 -0.5293 -0.4 -0.4 -0.1 0.04
C -1.0996 -0.7615 0.7350 -0.2 -0.2 0.2 -0.07
C -1.9909 0.2702 0.9903 0.1 -0.3 0.0 0.06
C -2.2734 0.7713 2.3045 -0.2 0.4 1.0 -0.20
C -3.2324 1.8049 2.5158 0.2 -0.2 -0.2 0.00
C -3.4649 2.3445 3.7745 0.1 -0.1 0.2 -0.09
C -2.7549 1.8697 4.8944 0.0 -0.3 -1.1 -0.68
Br -3.0517 2.6034 6.5852 0.0 0.0 -0.1 0.84
C -1.8153 0.8425 4.7215 0.1 -0.2 -0.2 -0.10
C -1.5755 0.3102 3.4581 -0.2 0.2 0.0 0.01
C 0.8519 -2.9341 0.3577 0.0 -0.1 -0.4 0.01
C 1.6861 -4.0318 0.1647 0.0 0.2 0.0 -0.10
H 1.2660 -4.4633 -3.1843 -0.2 0.1 0.2 0.11
H -0.2815 -2.5447 -2.8375 0.3 -0.1 0.2 0.13
H -1.0879 -0.6849 -1.4198 0.1 -0.1 0.3 0.12
H -0.7733 -1.3683 1.5813 0.1 0.5 -0.3 0.10
H -2.5425 0.7102 0.1562 0.3 0.1 0.1 0.14
H -3.7897 2.1841 1.6565 0.1 -0.1 0.3 0.13
H -4.1967 3.1378 3.9146 0.2 -0.2 -0.1 0.11
H -1.2720 0.4683 5.5886 -0.1 0.1 -0.3 0.11
H -0.8204 -0.4699 3.3459 -0.2 0.3 0.2 0.11
H 0.7243 -2.5462 1.3677 0.3 -0.1 -0.3 0.11
H 2.2298 -4.4640 1.0041 -0.2 0.1 -0.2 0.11
C 2.3926 3.1107 -4.2704 -0.1 -0.1 -0.2 -0.02
N 1.9587 2.3825 -3.0653 0.0 -0.2 0.7 -0.12
C 1.0594 1.3308 -2.9866 1.2 1.1 1.1 -0.15
N 0.9214 0.9392 -1.7350 -0.4 -0.4 0.0 0.03
C 1.7293 1.7265 -0.9446 0.2 0.5 -1.5 -0.15
C 2.3841 2.6290 -1.7558 -0.6 -0.6 -0.2 -0.06
H 3.1187 3.8944 -4.0178 -0.3 -0.4 0.2 0.09
H 2.8724 2.4355 -4.9939 -0.2 0.1 0.3 0.09
H 1.5425 3.5964 -4.7716 0.2 -0.2 0.3 0.09
H 0.5542 0.9070 -3.8377 0.1 0.1 -0.1 0.12
H 1.8135 1.6288 0.1262 -0.1 -0.1 -0.1 0.09
H 3.0935 3.3930 -1.4744 -0.1 0.0 -0.4 0.11

***

[4]
49
Properties=species:S:1:pos:R:3:forces:R:3:lowdin_charge:R:1 method="wB97M-V/def2-TZVPD" mol_weight_g_mol=575.91 energy_ha=-2389.3726 total_charge=-2
Cd 1.7059 -1.2035 0.6617 0.2 0.3 -0.4 1.20
C -0.7290 2.5798 2.1892 -0.4 0.1 -0.7 -0.04
O -1.6774 1.6412 1.5931 0.6 -0.2 0.6 -0.11
C -1.8550 0.4271 2.2243 0.1 0.5 -0.2 -0.26
C -2.2442 0.2907 3.5421 0.1 1.1 0.7 -0.05
C -2.3636 -0.9136 4.2158 -0.3 -0.6 -0.4 -0.10
C -2.1892 -2.1115 3.5012 0.2 1.8 -0.2 -0.08
C -1.8307 -1.9380 2.1561 -0.3 -1.0 1.2 -0.09
C -1.6354 -0.7345 1.5189 1.0 -0.2 -1.1 -0.20
N -0.8579 -0.6839 0.2910 -0.8 0.2 -0.7 0.02
N -1.5017 -0.2534 -0.7197 0.6 -0.4 1.3 0.07
C -0.8570 0.0446 -1.8839 0.5 0.0 -1.3 -0.13
C 0.5866 0.0778 -2.1722 -2.1 -0.7 2.2 -0.39
O 1.5192 -0.3973 -1.4813 -0.1 -0.5 0.1 -0.13
C 0.9398 0.8822 -3.2643 2.1 1.2 -0.9 -0.04
C 0.0651 1.4910 -4.0822 1.4 0.0 -1.9 -0.04
C -1.3371 1.1709 -4.0455 2.6 1.1 -0.7 -0.25
C -2.1571 1.5806 -5.0613 -1.2 1.6 -0.6 -0.08
C -3.5317 1.4825 -4.8886 0.1 -0.2 -0.7 -0.13
C -4.0693 1.0351 -3.6604 1.2 -0.3 -0.8 -0.10
C -3.1810 0.5434 -2.7207 -0.7 -1.0 0.7 -0.03
C -1.7728 0.5228 -2.9355 -1.2 -0.6 2.9 -0.12
H -0.9774 2.7227 3.2273 -0.1 0.0 0.6 0.05
H -1.0301 3.5192 1.6677 0.9 -0.6 0.3 0.09
H 0.3641 2.2905 2.1292 -1.3 0.1 -0.5 0.09
H -2.3570 1.2194 4.0896 -0.2 0.0 0.2 0.10
H -2.6062 -0.8681 5.2702 0.0 -0.2 0.0 0.09
H -2.2024 -3.0887 3.9785 -0.1 0.2 -0.3 0.10
H -1.5987 -2.8368 1.6653 0.4 -0.9 -1.0 0.06
H 2.0659 1.0051 -3.2628 -1.4 0.2 -0.5 0.14
H 0.5122 2.1155 -4.9284 -1.0 -0.7 1.1 0.12
H -1.6841 2.2335 -5.8367 -0.7 -1.1 0.2 0.11
H -4.1694 1.6191 -5.7592 -0.2 0.5 0.3 0.08
H -5.1446 1.0464 -3.5570 0.0 -0.2 0.3 0.08
H -3.5387 0.0444 -1.7949 0.2 0.7 -0.7 0.11
N 4.1335 -0.8282 0.5008 0.5 0.1 1.7 -0.04
C 4.4474 0.4708 1.1498 -1.6 -1.4 2.0 -0.18
C 3.1878 1.2855 1.5763 0.4 0.1 0.4 -0.67
O 3.4743 2.2043 2.3757 -0.9 -0.3 -0.9 -0.06
O 2.0384 0.9182 1.1460 0.7 0.8 0.7 -0.19
H 4.5615 -1.6125 1.0469 -0.7 0.6 -0.8 0.05
H 4.4723 -0.8128 -0.4312 0.2 -0.3 -0.8 0.05
H 5.0605 1.0901 0.5674 0.9 0.9 -0.9 0.08
H 4.9073 0.3453 2.1655 0.0 -0.2 -1.1 0.12
O 4.0366 -3.0853 2.3520 0.9 -0.2 -0.1 -0.49
S 3.2106 -4.0096 1.5799 -1.6 -1.1 1.7 0.00
O 3.2006 -5.4058 2.0632 0.1 1.3 0.0 -0.46
O 3.3370 -3.9245 0.1569 1.0 0.3 -1.8 -0.48
S 1.2717 -3.1917 1.8843 -0.3 -0.8 0.5 0.11

***

[5]
47
Properties=species:S:1:pos:R:3:forces:R:3:lowdin_charge:R:1 method="wB97M-V/def2-TZVPD" mol_weight_g_mol=437.42 energy_ha=-1872.6441 smiles="COCCNC(=O)c1c[nH]c2ccc(S(=O)(=O)Nc3ccc(F)cc3F)cc2c1=O"
C 5.5179 2.5157 -0.8383 0.1 -0.1 -0.1 -0.10
O 4.5351 2.7339 0.1509 -0.2 0.0 0.0 -0.18
C 4.9108 2.3602 1.4491 0.1 -0.2 0.1 -0.22
C 5.0955 0.8423 1.6437 0.2 0.4 -0.3 -0.14
N 3.9226 0.1150 1.2385 -0.1 0.1 0.3 0.09
C 3.8538 -0.5217 0.0608 -0.2 -0.1 0.1 -0.45
O 4.8048 -0.6771 -0.6922 0.2 -0.1 -0.3 0.03
C 2.5077 -1.0869 -0.2813 0.0 0.0 -0.1 -0.02
C 2.4320 -1.7684 -1.4554 0.2 0.2 0.2 0.01
N 1.2977 -2.3292 -1.9202 0.2 -0.1 -0.3 0.10
C 0.1275 -2.2544 -1.2170 -0.5 0.1 0.5 -0.17
C -1.0417 -2.8543 -1.7039 0.0 0.0 0.1 0.01
C -2.2065 -2.7747 -0.9769 0.1 -0.1 -0.2 -0.05
C -2.2150 -2.0981 0.2378 -0.5 0.0 0.3 -0.27
S -3.7282 -2.0294 1.1872 0.0 0.6 0.2 0.67
O -3.5077 -2.5829 2.4848 0.2 0.2 0.1 -0.27
O -4.8030 -2.5263 0.3830 0.3 0.1 -0.2 -0.27
N -3.9031 -0.3789 1.4493 0.3 -1.1 0.6 -0.04
C -4.4617 0.5041 0.5449 -0.3 0.6 -0.7 -0.22
C -4.5027 0.2322 -0.8199 -0.1 0.3 0.2 -0.01
C -5.0471 1.1428 -1.7077 -0.1 0.2 0.0 0.00
C -5.5459 2.3416 -1.2326 0.1 -0.2 0.1 -0.28
F -6.0699 3.2305 -2.0978 0.0 0.0 0.0 0.06
C -5.5198 2.6560 0.1153 0.0 -0.1 -0.1 0.07
C -4.9805 1.7277 0.9793 0.1 -0.3 -0.2 -0.20
F -4.9458 2.0054 2.3021 0.0 -0.1 -0.1 0.07
C -1.0816 -1.5049 0.7326 0.2 0.0 0.0 0.03
C 0.1127 -1.5676 0.0102 -0.2 -0.2 -0.1 -0.04
C 1.3254 -0.9209 0.5493 0.1 -0.1 -0.2 -0.30
O 1.2908 -0.3054 1.6104 -0.1 0.0 0.1 0.05
H 6.4825 2.9385 -0.5327 0.0 0.0 0.0 0.09
H 5.1650 3.0297 -1.7306 0.1 0.0 0.0 0.09
H 5.6408 1.4514 -1.0624 0.0 0.1 0.0 0.07
H 5.8444 2.8650 1.7445 -0.1 0.0 0.0 0.12
H 4.0964 2.7126 2.0882 0.1 0.0 0.1 0.12
H 5.9292 0.4791 1.0383 0.0 0.0 0.2 0.12
H 5.3035 0.6477 2.6993 0.1 0.0 -0.1 0.12
H 3.0542 0.2564 1.7487 0.0 -0.2 -0.2 0.12
H 3.3250 -1.8706 -2.0573 0.0 0.0 0.0 0.14
H 1.3030 -2.8237 -2.8018 0.1 0.1 0.2 0.16
H -1.0164 -3.3802 -2.6468 0.0 -0.1 -0.1 0.12
H -3.1224 -3.2297 -1.3201 -0.1 -0.1 -0.1 0.12
H -3.9651 -0.1201 2.4223 0.0 -0.2 0.1 0.13
H -4.1252 -0.7107 -1.1756 0.0 0.0 -0.1 0.10
H -5.0874 0.9293 -2.7634 0.0 0.0 -0.1 0.12
H -5.9118 3.5901 0.4826 0.0 0.1 0.1 0.13
H -1.0899 -0.9908 1.6807 0.1 0.1 0.1 0.13

***

[6]
40
Properties=species:S:1:pos:R:3:forces:R:3:lowdin_charge:R:1 method="wB97M-V/def2-TZVPD" mol_weight_g_mol=308.36 energy_ha=-1018.8733 smiles="CCN(Cc1cccc(F)c1)C(=O)c1ccc2ccccc2n1"
C -4.3525 -1.1638 1.4343 0.1 0.2 -0.2 -0.07
C -3.8873 -0.2492 0.3054 -0.3 -0.2 0.0 -0.20
N -2.4451 -0.2561 0.1637 -0.2 0.1 0.1 -0.06
C -1.6525 0.4311 1.1652 0.2 0.0 0.2 -0.11
C -0.6543 1.3791 0.5464 0.1 0.3 0.1 -0.21
C -1.0144 2.1768 -0.5341 -0.1 0.0 0.1 -0.04
C -0.0915 3.0160 -1.1318 0.0 0.0 0.1 -0.07
C 1.2088 3.0777 -0.6611 0.2 0.0 0.1 -0.01
C 1.5488 2.2935 0.4251 -0.1 0.1 0.0 -0.27
F 2.8132 2.3388 0.8961 -0.1 0.0 0.0 0.06
C 0.6406 1.4540 1.0405 0.0 0.1 0.0 0.03
C -1.8898 -0.9328 -0.8671 -0.1 0.1 0.1 -0.41
O -2.5456 -1.4660 -1.7440 0.1 -0.2 -0.3 0.08
C -0.3881 -0.9534 -0.9076 0.5 -0.4 -0.2 -0.20
C 0.2543 -0.4647 -2.0662 0.3 0.0 -0.1 0.01
C 1.6194 -0.4502 -2.1005 -0.3 0.0 0.0 0.01
C 2.3441 -0.9507 -0.9985 -0.3 -0.2 0.3 -0.16
C 3.7504 -0.9519 -0.9300 0.2 0.0 0.1 -0.03
C 4.3887 -1.4582 0.1679 0.1 0.1 -0.3 -0.08
C 3.6517 -1.9907 1.2380 -0.2 -0.1 0.2 -0.08
C 2.2855 -2.0060 1.2035 0.2 0.0 0.1 -0.01
C 1.5984 -1.4788 0.0907 0.5 0.1 -0.4 -0.23
N 0.2512 -1.4608 0.1134 -0.7 -0.1 0.0 0.18
H -5.4380 -1.1637 1.4855 -0.1 0.0 0.1 0.07
H -3.9595 -0.8333 2.3933 0.0 0.0 0.1 0.07
H -4.0119 -2.1792 1.2498 0.0 -0.1 0.0 0.08
H -4.2963 -0.6001 -0.6448 0.0 0.2 0.1 0.12
H -4.2252 0.7776 0.4822 0.1 0.0 -0.1 0.12
H -2.3443 1.0005 1.7934 0.0 -0.1 0.0 0.14
H -1.1257 -0.2909 1.7970 -0.1 0.2 0.0 0.12
H -2.0213 2.1247 -0.9205 -0.1 0.0 -0.1 0.12
H -0.3835 3.6239 -1.9744 0.0 0.1 -0.1 0.11
H 1.9483 3.7151 -1.1185 0.1 0.1 0.0 0.12
H 0.9549 0.8517 1.8784 0.1 -0.1 0.1 0.13
H -0.3454 -0.1038 -2.8867 0.0 0.0 -0.1 0.12
H 2.1554 -0.0627 -2.9561 0.0 0.0 -0.1 0.12
H 4.3116 -0.5436 -1.7586 0.1 0.0 -0.1 0.11
H 5.4673 -1.4530 0.2201 0.1 0.0 0.0 0.10
H 4.1779 -2.3874 2.0939 0.0 0.0 0.1 0.10
H 1.7017 -2.4095 2.0165 -0.1 0.0 0.1 0.11